(1)
{"formula": "C6H16NO", "method": "ωB97M-V/def2-TZVPD", "elements": ["N", "H", "H", "H", "C", "H", "C", "H", "H", "H", "O", "H", "C", "H", "H", "H", "C", "C", "H", "C", "H", "H", "H", "H"], "positions_angstrom": [[1.7395, 1.4197, 0.9017], [2.9600, -1.2209, 2.9223], [2.8012, -1.7380, 1.4284], [-0.6230, -1.5622, -2.7808], [-2.3360, -0.2559, 1.1320], [-2.5992, 0.7065, 1.4370], [-0.9990, -0.5779, -2.4888], [-0.3567, 0.0399, -3.1540], [1.1725, -0.7511, -1.2576], [0.9235, 1.5528, -1.2166], [2.7036, -0.9503, 2.0140], [1.7068, 2.4259, 1.1731], [-0.9124, -0.3848, -1.0353], [-1.9946, -0.6068, -2.9834], [-2.9973, 0.2863, -0.7594], [0.4731, -1.1671, 0.3229], [0.6590, 1.1797, -0.1572], [-2.0665, -0.1449, -0.3610], [1.7073, 0.9434, 1.7801], [0.4312, -0.3422, -0.3841], [-0.3108, 1.7366, 0.1367], [-1.4655, -0.7734, 1.6083], [-3.3193, -0.9700, 1.2993], [2.7024, 1.1547, 0.4225]], "mulliken_charge": [-0.283, 0.310, 0.308, 0.361, -1.164, 0.378, -1.566, 0.301, 0.370, 0.303, -0.605, 0.367, 0.706, 0.371, 0.339, 0.425, -0.632, -0.382, 0.312, -0.607, 0.390, 0.257, 0.318, 0.425], "charge": 1}

(2)
{"formula": "C6H16NO", "method": "ωB97M-V/def2-TZVPD", "elements": ["O", "H", "H", "H", "H", "C", "C", "H", "H", "H", "H", "H", "H", "C", "H", "N", "H", "C", "H", "H", "C", "H", "H", "C"], "positions_angstrom": [[1.2462, 0.4377, -0.8115], [3.6220, -1.2582, 0.6755], [1.7051, 0.4353, -1.7095], [1.2874, 0.3865, 1.0828], [-3.4889, 1.6241, 0.4995], [-2.3835, -0.1107, -0.2145], [2.0366, 0.1892, 0.3137], [-4.3011, 0.1043, 0.8030], [2.0310, -1.7511, 1.3305], [-1.2347, -1.6702, 0.4634], [-1.9167, -1.9355, -1.2438], [2.4758, 2.2681, 0.1448], [-1.6189, 1.7103, -0.3266], [2.4917, -1.2232, 0.4859], [-0.3890, 0.5595, -0.5255], [-1.3695, 0.7512, -0.3894], [-2.9604, -2.1929, 0.0784], [-3.6942, 0.5874, 0.0538], [3.7764, 1.4006, 1.0839], [2.4302, -1.8111, -0.4537], [-2.0777, -1.5287, -0.1928], [3.6527, 1.1769, -0.6063], [-4.3886, 0.5551, -0.8786], [3.0680, 1.2953, 0.3371]], "mulliken_charge": [-0.695, 0.356, 0.326, 0.098, 0.350, 1.049, 0.841, 0.370, 0.294, 0.335, 0.319, 0.290, 0.229, -1.205, 0.154, -0.142, 0.352, -1.103, 0.419, 0.290, -1.146, 0.353, 0.282, -1.415], "charge": 1}

Sequential energy relative to the best compared isomer or geometry (same formula, charge and spin) output: 269.36; 135.69 kJ/mol